Record 1
6
Properties=species:S:1:pos:R:3:forces:R:3 method="wB97M-V/def2-TZVPD" de_lowest_kj_mol=325.8 total_charge=0 max_force_ev_per_a=2.34 homo_energy_ev="-8.741 / -9.367" homo_lumo_gap_ha="0.3178 / 0.3525" multiplicity=1
N 0.5133 0.2314 -0.5241 0.50 1.77 1.44
N -0.7687 0.1930 -0.1707 -0.05 -1.44 1.21
F -0.8173 1.0551 0.9077 -0.33 0.30 0.27
H 0.6087 -0.3540 -1.3007 0.95 -1.04 -1.05
H 1.1825 0.2867 0.2790 -0.58 -0.48 -1.39
H -0.7184 -1.4121 0.8088 -0.48 0.89 -0.50

***

Record 2
9
Properties=species:S:1:pos:R:3:forces:R:3 method="wB97M-V/def2-TZVPD" de_lowest_kj_mol=159.2 total_charge=0 max_force_ev_per_a=3.57 homo_energy_ev="-9.180 / -9.184" homo_lumo_gap_ha="0.2959 / 0.2971" multiplicity=1
N -1.5095 0.4007 0.0931 0.21 -1.13 0.84
N -0.8365 -0.4482 0.8071 2.22 2.39 1.44
O 0.9500 0.3878 -1.3715 -0.40 1.25 -1.72
O 2.2276 -1.2700 -0.1199 0.75 0.13 0.42
F 1.9376 1.1051 0.7235 -0.10 -0.87 -0.39
S 1.3215 -0.1665 -0.1269 -1.57 -1.20 1.90
H -1.2110 1.3530 0.1938 -0.37 0.33 -0.14
H -1.8740 0.0210 -0.7367 -0.48 0.50 -1.62
H -1.0056 -1.3829 0.5376 -0.27 -1.39 -0.74

***

Record 3
8
Properties=species:S:1:pos:R:3:forces:R:3 method="wB97M-V/def2-TZVPD" de_lowest_kj_mol=359.6 total_charge=0 max_force_ev_per_a=3.48 homo_energy_ev="-8.813 / -8.813" homo_lumo_gap_ha="0.3489 / 0.3489" smiles=NN(F)OS multiplicity=1
N 0.9539 -0.8652 0.0429 1.53 2.96 1.02
N -0.2862 -0.8341 -0.4097 -3.02 -0.54 0.49
F -0.9451 -2.1025 -0.0922 1.39 1.29 -0.13
O -1.2045 0.1440 0.6026 2.57 -0.42 -1.00
S -2.7032 0.2577 0.1321 -2.07 -0.97 0.73
H 1.0636 -0.9191 1.1074 -0.41 0.03 -1.69
H 1.3308 0.1266 -0.3253 -0.70 -3.03 1.16
H -2.7393 0.9299 -1.0072 0.71 0.67 -0.58

***

Record 4
10
Properties=species:S:1:pos:R:3:forces:R:3 method="wB97M-V/def2-TZVPD" de_lowest_kj_mol=20.3 total_charge=0 max_force_ev_per_a=2.93 homo_energy_ev=-8.681 homo_lumo_gap_ha=0.3008 multiplicity=1
N -0.9500 -1.0950 0.8166 -0.69 -0.30 -1.49
P -1.3433 -0.7578 -0.8347 0.53 -0.27 1.57
N -0.7334 0.6112 -1.0881 -1.70 0.49 -0.80
P -0.0543 1.8436 -0.2079 -0.29 -0.29 -0.40
N 1.4368 1.2013 0.1938 1.21 -1.77 1.99
P 1.9785 -0.2006 0.5359 -0.98 0.10 -1.95
F 1.2741 -1.3125 -0.5734 1.45 0.82 1.07
H -0.9878 -2.0917 0.8962 -0.14 -0.40 1.16
H -1.0686 -0.5068 1.6285 -0.05 -0.17 -0.05
H 0.4479 2.3083 -1.3670 0.66 1.79 -1.10